Record 1
116
Properties=species:S:1:pos:R:3 method="wB97M-V/def2-TZVPD" multiplicity=1 smiles="O=COCCc1ccc2c(c1)C(=O)N(C(F)(F)C(F)F)C2=O.COC[C@@H](C)N.COC[C@@H](C)N.COC[C@@H](C)N.COC[C@@H](C)N.COC[C@@H](C)N" e_homo_ev=-8.92 total_charge=0 e_tot_ev=-73478.9847
C 0.72 -4.64 -0.24
H 3.56 2.86 4.43
H 0.27 7.64 10.62
C 2.19 -4.44 -0.56
H -2.26 8.61 9.35
H -0.04 8.26 6.70
O -0.31 -3.90 -8.08
C -6.93 -0.86 -7.18
O -1.43 -4.73 -6.09
F -7.27 -1.56 -5.90
F -5.81 -1.55 -7.93
H 0.00 -2.79 -9.94
C -0.98 1.29 -8.56
H 4.62 -2.73 3.96
C -4.80 2.43 -6.68
O 2.31 -2.05 -1.29
N 2.44 -4.85 -1.95
H -1.63 -2.45 -9.01
N 6.62 -0.85 0.32
H 0.65 5.15 5.51
C 0.86 4.08 5.43
H 0.48 -5.71 -0.18
H 0.28 -2.17 -1.66
H -3.02 -3.56 -2.17
H -0.10 1.63 -9.29
H -2.64 -4.14 -7.76
H 0.38 9.36 10.19
N 3.80 1.93 4.78
H 4.49 0.47 2.69
C -0.94 -0.23 -7.86
H 1.83 0.12 4.04
H -4.58 -6.25 -3.26
C 4.78 -0.21 1.88
C 1.54 1.03 4.58
H -1.86 -5.00 -3.43
H -7.88 -1.03 -7.88
H 1.00 -0.88 -8.98
C -2.13 7.54 9.11
C 0.99 -1.54 -1.13
H 1.58 6.42 7.47
H 0.61 0.82 5.11
H -0.82 -6.17 -2.60
H 1.78 8.66 8.17
H 0.01 3.54 5.86
H -0.68 9.32 7.94
H 0.58 6.04 8.68
O -2.24 -5.33 -1.39
H 6.53 -1.77 0.75
H 0.71 -1.44 -0.07
H -2.34 3.41 -8.73
H -2.47 -6.63 -2.98
C -4.67 0.21 -5.57
C -4.69 -4.86 -1.57
H 0.06 -4.21 -1.00
H 0.96 3.84 4.37
C 2.65 1.44 5.55
H -4.69 -4.55 -3.72
C -2.24 2.34 -8.25
C -5.02 -5.29 -3.00
H 2.41 -2.65 0.71
C 7.25 0.30 2.38
C -1.84 -5.80 -2.67
H 4.04 -0.06 1.08
H -1.68 7.02 9.96
C -3.40 1.78 -7.23
H 3.79 -3.02 -0.32
C 0.27 -1.33 -8.17
H 7.59 -0.66 2.77
C -0.30 8.31 7.77
H -2.12 -1.77 -6.25
C -3.34 0.31 -6.51
H -4.81 -5.66 0.30
H -3.18 -3.81 -0.44
H 0.46 -4.19 0.73
N 1.40 6.62 8.46
C -3.25 -4.32 -1.42
C 2.19 2.48 6.60
H 6.21 -2.14 3.49
C 0.85 8.38 10.06
C 2.70 -3.00 -0.29
C -1.55 -4.26 -7.36
H 1.84 8.42 10.53
O -1.34 7.34 7.95
H 0.95 -0.55 -1.59
C -6.74 0.75 -7.05
C -2.11 -0.74 -6.80
H -4.18 -6.66 -0.79
H 0.84 -1.65 -7.18
H 5.94 -0.87 -0.45
O -5.13 3.73 -6.64
H 4.57 2.11 5.42
C 0.98 8.03 8.58
H 8.13 0.81 1.96
H 1.34 1.80 3.82
H 1.27 2.16 7.10
H 2.96 0.54 6.09
H 2.76 -5.11 0.10
F -8.01 1.27 -6.42
C 6.17 0.15 1.31
N -5.61 1.22 -6.17
C 5.16 -1.87 3.56
H 6.88 0.90 3.22
C -0.47 -2.66 -8.87
H -3.11 7.10 8.94
H -6.11 -5.40 -3.11
N -4.94 -5.98 -0.66
O 2.07 3.81 6.11
H 2.05 -4.11 -2.55
H 3.44 -4.81 -2.13
F -6.69 1.31 -8.43
O 4.64 -1.57 2.28
H -5.37 -4.04 -1.31
O -4.78 -0.62 -4.53
H 6.08 1.12 0.80
H 5.03 -1.03 4.26
H 2.96 2.52 7.38

Record 2
116
Properties=species:S:1:pos:R:3 method="wB97M-V/def2-TZVPD" multiplicity=2 e_homo_ev="-5.33 / -4.82" total_charge=-1 e_tot_ev=-75689.4516
O 13.67 -10.49 19.63
H 8.84 -5.55 27.02
H 4.57 -11.68 21.79
H 7.71 -5.17 19.24
C 7.85 -12.38 17.31
O 11.09 -9.14 26.66
C 9.35 -5.25 23.79
H 9.54 -5.86 17.85
O 4.63 -13.72 23.22
H 13.04 -7.39 25.49
H 5.62 -8.62 27.09
H 6.54 -14.48 25.63
H 8.97 -11.03 18.55
C 12.97 -6.95 22.22
O 4.29 -9.65 21.48
H 10.64 -5.92 19.24
H 10.40 -12.30 16.06
C 9.36 -7.66 19.15
H 4.08 -15.61 22.91
H 5.84 -10.66 22.46
H 3.92 -14.62 25.81
H 6.76 -12.47 17.34
C 9.49 -10.99 22.74
O 9.52 -6.83 25.48
H 6.89 -10.24 20.44
C 6.80 -9.07 24.59
C 5.23 -7.38 25.31
H 4.47 -16.20 25.25
H 12.16 -6.37 21.77
H 9.92 -7.64 21.27
Li 11.87 -10.09 24.87
O 7.26 -8.43 25.80
H 8.11 -6.96 23.83
H 6.47 -10.03 24.99
C 12.69 -8.46 22.35
C 5.14 -10.76 21.63
C 4.47 -15.13 25.02
C 13.22 -6.39 23.59
C 8.92 -4.58 25.09
H 14.17 -13.36 19.53
O 9.08 -10.57 26.64
H 9.80 -7.36 23.53
H 13.90 -6.88 21.65
H 6.67 -13.50 23.15
H 4.18 -7.28 25.59
P 10.57 -10.56 26.96
H 5.54 -6.40 24.93
C 13.92 -12.59 18.80
O 8.88 -11.97 23.09
H 14.93 -10.94 18.07
H 13.48 -9.13 22.00
C 6.12 -7.88 26.47
H 10.35 -5.01 23.41
C 14.63 -11.32 19.05
H 6.28 -11.80 19.96
C 5.92 -14.77 24.78
H 9.65 -11.72 14.62
C 9.46 -5.54 26.13
H 8.44 -8.56 20.90
O 8.25 -6.52 20.75
H 11.78 -8.77 21.86
H 8.19 -13.21 17.93
H 12.31 -11.54 20.82
O 10.66 -10.74 28.50
H 8.90 -11.47 21.26
H 5.56 -7.91 23.25
H 9.31 -3.58 25.27
H 12.36 -5.86 24.01
C 12.44 -12.22 18.78
H 10.49 -5.26 26.39
H 7.83 -4.51 25.09
H 4.21 -10.93 19.14
H 12.18 -11.80 17.80
H 8.70 -4.92 22.98
Li 9.56 -11.91 25.10
H 7.53 -10.30 17.97
H 6.44 -15.58 24.27
O 11.22 -11.55 26.04
C 9.07 -10.55 16.42
H 9.99 -9.98 16.58
C 12.44 -11.12 19.82
O 10.05 -10.27 23.61
H 14.28 -13.03 17.87
C 5.98 -10.83 20.35
H 14.08 -5.72 23.64
C 8.59 -5.51 19.78
H 9.08 -4.67 20.29
O 8.34 -12.66 15.99
C 9.66 -6.22 18.88
H 15.49 -11.40 19.71
C 13.41 -7.59 24.48
O 9.52 -10.75 21.43
C 9.47 -11.86 15.69
C 4.96 -10.18 19.39
H 5.02 -8.21 20.34
H 8.63 -8.11 18.48
H 11.88 -13.08 19.12
H 8.47 -9.90 15.78
H 11.51 -10.55 19.71
C 8.33 -10.99 17.67
H 3.41 -8.70 19.83
C 9.14 -6.71 24.11
C 9.03 -7.68 20.64
C 3.89 -14.85 23.67
C 4.37 -9.07 20.21
H 6.43 -7.00 27.05
H 7.49 -9.26 23.76
O 12.58 -8.58 23.79
H 4.69 -9.16 24.22
C 5.86 -13.55 23.87
H 5.33 -9.74 18.47
H 10.27 -8.26 19.02
H 14.41 -8.00 24.63
C 5.48 -8.42 24.21
H 5.90 -12.69 24.53
H 2.83 -14.60 23.65